# 1
Here is a cluster of 2 separate species, C4H12 in total in a non-equilibrium geometry from the OMol25 dataset. Energies are from the ωB97M-V functional and the def2-TZVPD basis.

frontier orbital gap = 12.725 eV
DFT total energy = -4342.2576 eV
total charge = 0

Atoms and positions in Å:
1 C -1.919 -0.856 0.325
2 C -1.479 -1.912 -0.704
3 H -1.734 -1.179 1.349
4 H -1.283 0.009 0.176
5 H -2.966 -0.601 0.202
6 H -0.500 -1.677 -1.123
7 H -1.368 -2.898 -0.234
8 H -2.186 -2.113 -1.504
9 C 0.980 1.103 0.164
10 C 2.410 1.650 0.221
11 H 0.378 1.652 -0.573
12 H 1.038 0.131 -0.332
13 H 0.465 1.055 1.115
14 H 2.904 1.569 -0.740
15 H 2.959 1.129 1.005
16 H 2.408 2.693 0.559


# 2
Here is a cluster of 2 separate species, C4H12 in total in a non-equilibrium geometry from the OMol25 dataset. Energies are from the ωB97M-V functional and the def2-TZVPD basis.

frontier orbital gap = 12.929 eV
DFT total energy = -4342.3209 eV
total charge = 0

Atoms and positions in Å:
1 C 1.525 -1.345 0.592
2 C 1.593 -0.897 -0.859
3 H 2.518 -1.587 0.980
4 H 0.958 -0.721 1.279
5 H 1.052 -2.332 0.637
6 H 2.295 -1.532 -1.401
7 H 0.633 -0.990 -1.366
8 H 1.936 0.130 -0.978
9 C -0.855 1.422 0.341
10 C -2.239 0.895 -0.060
11 H -0.719 2.420 -0.069
12 H -0.760 1.531 1.422
13 H -0.080 0.745 0.002
14 H -2.236 -0.152 -0.360
15 H -2.665 1.414 -0.918
16 H -2.956 1.000 0.758


# 3
Here is a cluster of 2 separate species, C4H12 in total in a non-equilibrium geometry from the OMol25 dataset. Energies are from the ωB97M-V functional and the def2-TZVPD basis.

frontier orbital gap = 12.603 eV
DFT total energy = -4341.6734 eV
total charge = 0

Atoms and positions in Å:
1 C 1.899 -0.721 2.226
2 C 1.815 0.070 0.941
3 H 1.997 -0.068 3.104
4 H 0.910 -1.239 2.184
5 H 2.615 -1.479 2.245
6 H 2.747 0.035 0.453
7 H 1.610 1.172 1.006
8 H 1.070 -0.416 0.281
9 C -1.378 0.044 -2.100
10 C -2.258 0.736 -0.953
11 H -0.482 -0.397 -1.667
12 H -1.790 -0.858 -2.595
13 H -1.245 0.669 -3.002
14 H -1.756 1.567 -0.389
15 H -3.176 0.988 -1.471
16 H -2.578 -0.103 -0.263


# 4
Here is a cluster of 2 separate species, C4H12 in total in a non-equilibrium geometry from the OMol25 dataset. Energies are from the ωB97M-V functional and the def2-TZVPD basis.

frontier orbital gap = 12.918 eV
DFT total energy = -4342.2063 eV
total charge = 0

Atoms and positions in Å:
1 C 1.506 1.264 0.057
2 C 0.846 2.063 1.194
3 H 1.934 0.325 0.407
4 H 0.808 1.060 -0.753
5 H 2.348 1.790 -0.398
6 H 1.493 2.840 1.590
7 H 0.649 1.386 2.020
8 H -0.111 2.468 0.885
9 C -1.749 -1.286 -1.001
10 C -0.613 -2.059 -0.283
11 H -1.874 -0.296 -0.542
12 H -1.507 -0.982 -1.989
13 H -2.688 -1.827 -0.977
14 H -0.212 -1.502 0.557
15 H 0.184 -2.288 -0.989
16 H -1.038 -3.015 0.012


# 5
Here is a cluster of 2 separate species, C4H12 in total from the OMol25 dataset. Energies are from the ωB97M-V functional and the def2-TZVPD basis.

frontier orbital gap = 12.907 eV
DFT total energy = -4342.4327 eV
total charge = 0

Atoms and positions in Å:
1 C 0.137 0.554 -2.469
2 C 0.507 -0.886 -2.192
3 H 0.936 1.239 -2.202
4 H -0.095 0.736 -3.518
5 H -0.779 0.817 -1.930
6 H -0.348 -1.547 -2.329
7 H 0.877 -0.997 -1.175
8 H 1.305 -1.262 -2.825
9 C 0.440 0.209 2.269
10 C -1.086 0.130 2.381
11 H 0.779 -0.288 1.364
12 H 0.751 1.246 2.130
13 H 0.956 -0.179 3.145
14 H -1.404 -0.766 2.927
15 H -1.512 0.978 2.907
16 H -1.559 0.042 1.400


# 6
Here is a cluster of 2 separate species, C4H12 in total in a non-equilibrium geometry from the OMol25 dataset. Energies are from the ωB97M-V functional and the def2-TZVPD basis.

frontier orbital gap = 12.247 eV
DFT total energy = -4341.5390 eV
total charge = 0

Atoms and positions in Å:
1 C 1.006 2.134 1.758
2 C 0.527 1.711 0.312
3 H 0.424 3.044 2.118
4 H 1.043 1.331 2.457
5 H 2.042 2.530 1.624
6 H 1.273 1.559 -0.468
7 H -0.089 2.578 -0.038
8 H 0.061 0.721 0.533
9 C -0.937 -2.077 -0.386
10 C -0.628 -1.913 -1.847
11 H -1.955 -1.899 0.036
12 H -0.632 -3.023 0.058
13 H -0.448 -1.339 0.310
14 H 0.413 -1.539 -1.860
15 H -1.142 -1.019 -2.203
16 H -0.957 -2.800 -2.403


# 7
Here is a cluster of 2 separate species, C4H12 in total in a non-equilibrium geometry from the OMol25 dataset. Energies are from the ωB97M-V functional and the def2-TZVPD basis.

frontier orbital gap = 12.036 eV
DFT total energy = -4341.0579 eV
total charge = 0

Atoms and positions in Å:
1 C -1.355 -1.898 -0.382
2 C -1.061 -1.792 1.154
3 H -1.528 -3.009 -0.834
4 H -2.169 -1.257 -0.569
5 H -0.592 -1.458 -0.892
6 H -1.825 -2.390 1.600
7 H -0.792 -0.790 1.448
8 H -0.181 -2.369 1.293
9 C 1.916 1.889 -0.480
10 C 0.472 1.828 -0.246
11 H 2.491 2.481 0.348
12 H 2.428 0.897 -0.610
13 H 2.230 2.218 -1.529
14 H -0.200 2.823 -0.155
15 H 0.036 1.236 -1.130
16 H 0.271 1.452 0.750


# 8
Here is a cluster of 2 separate species, C4H12 in total from the OMol25 dataset. Energies are from the ωB97M-V functional and the def2-TZVPD basis.

frontier orbital gap = 12.904 eV
DFT total energy = -4342.3234 eV
total charge = 0

Atoms and positions in Å:
1 C -0.001 2.131 -0.979
2 C 0.208 0.704 -1.498
3 H -0.866 2.202 -0.321
4 H 0.867 2.617 -0.535
5 H -0.292 2.754 -1.830
6 H 0.939 0.722 -2.303
7 H -0.771 0.387 -1.851
8 H 0.555 0.014 -0.738
9 C 0.640 -1.571 1.460
10 C -0.810 -1.302 1.033
11 H 1.108 -2.342 0.844
12 H 1.282 -0.699 1.313
13 H 0.716 -1.868 2.505
14 H -1.034 -0.238 1.060
15 H -1.497 -1.748 1.759
16 H -1.043 -1.764 0.079


Relative energy (zero: lowest compared OMol25 entry of this formula, charge and spin) for every record listed, in sequence, given in kJ/mol: 26.1, 20.0, 82.5, 31.1, 9.2, 95.5, 141.9, 19.8.